# 1
C25H70AsF6N8O7 | ωB97M-V with the def2-TZVPD basis set

Output
**⟨S²⟩**: 0.754
**HOMO level (spin up / spin down)**: -0.303 / -0.303 Ha
**Energy**: -130450.2442 eV
**LUMO (spin up / spin down)**: -0.85 / -5.81 eV
**Spin multiplicity**: 2

Each line ends with the Mulliken spin population.
Positions of all 117 atoms, in Å:
1 As -0.851 -0.164 0.539  0.000
2 F -2.583 -0.013 1.006  0.000
3 F -0.492 1.558 0.789  -0.002
4 F 0.809 -0.385 -0.010  0.000
5 F -1.083 -1.937 0.343  0.000
6 F -1.363 0.062 -1.233  0.000
7 F -0.371 -0.375 2.249  0.000
8 C -2.435 -2.381 -4.441  0.000
9 O -3.443 -2.826 -5.141  0.000
10 N -1.179 -2.792 -4.591  0.000
11 N -2.579 -1.509 -3.489  0.000
12 H -1.068 -3.470 -5.331  0.000
13 H -0.678 -2.779 -3.714  0.000
14 H -3.473 -1.282 -3.077  0.000
15 H -1.773 -1.164 -2.988  0.000
16 C 4.125 0.288 1.602  -0.001
17 C 3.721 0.469 3.053  -0.005
18 C 3.044 -0.785 3.492  0.000
19 O 2.588 -0.575 4.814  0.000
20 C 1.678 -1.545 5.205  0.000
21 N 4.976 0.744 3.721  0.000
22 H 4.865 -0.502 1.472  0.000
23 H 4.665 1.151 1.212  0.000
24 H 3.320 0.329 0.868  0.000
25 H 3.046 1.310 3.219  0.004
26 H 3.629 -1.698 3.382  0.000
27 H 2.180 -0.989 2.859  0.000
28 H 1.552 -1.319 6.264  0.000
29 H 1.858 -2.616 5.114  0.000
30 H 0.734 -1.564 4.660  0.000
31 H 5.396 1.460 3.145  0.000
32 H 5.568 -0.060 3.573  0.000
33 C -2.304 -4.509 6.039  0.000
34 C -3.622 -5.081 5.453  0.000
35 C -3.531 -5.091 3.935  0.000
36 O -3.269 -3.798 3.553  0.000
37 C -2.749 -3.650 2.223  0.000
38 N -3.870 -6.316 6.194  0.000
39 H -2.235 -4.562 7.125  0.000
40 H -2.037 -3.518 5.670  0.000
41 H -1.536 -5.098 5.536  0.000
42 H -4.349 -4.359 5.825  0.000
43 H -4.522 -5.355 3.566  0.000
44 H -2.705 -5.748 3.663  0.000
45 H -2.897 -2.612 1.924  0.000
46 H -3.048 -4.419 1.511  0.000
47 H -1.671 -3.788 2.313  0.000
48 H -4.597 -6.875 5.772  0.000
49 H -2.983 -6.790 6.289  0.000
50 C 4.776 -0.002 -5.943  0.000
51 C 4.902 1.188 -4.988  0.000
52 C 4.994 0.776 -3.507  0.000
53 O 3.839 0.184 -2.980  0.000
54 C 2.636 0.910 -2.747  0.000
55 N 5.937 1.992 -5.535  0.000
56 H 4.535 0.419 -6.919  0.000
57 H 3.921 -0.638 -5.711  0.000
58 H 5.738 -0.513 -5.958  0.000
59 H 4.051 1.853 -5.136  0.000
60 H 5.307 1.715 -3.051  0.000
61 H 5.638 -0.097 -3.398  0.000
62 H 2.534 1.152 -1.689  0.000
63 H 1.865 0.224 -3.100  0.000
64 H 2.519 1.855 -3.279  0.000
65 H 5.612 2.236 -6.459  0.000
66 H 5.927 2.692 -4.806  0.000
67 C 2.588 -2.540 -1.806  0.000
68 C 1.544 -2.997 -2.770  0.000
69 C 1.553 -4.575 -3.015  0.000
70 O 2.646 -5.286 -3.315  0.000
71 C 3.335 -4.844 -4.477  0.000
72 N 0.334 -2.393 -2.198  0.000
73 H 2.396 -3.127 -0.908  0.000
74 H 2.478 -1.513 -1.456  0.000
75 H 3.557 -2.744 -2.261  0.000
76 H 1.845 -2.617 -3.746  0.000
77 H 0.776 -4.915 -3.699  0.000
78 H 1.289 -5.016 -2.053  0.000
79 H 2.821 -4.952 -5.432  0.000
80 H 4.294 -5.342 -4.622  0.000
81 H 3.737 -3.835 -4.382  0.000
82 H 0.332 -2.744 -1.251  0.000
83 H 0.602 -1.449 -1.962  0.000
84 C -4.504 2.337 0.715  -0.001
85 C -4.479 3.007 -0.682  0.005
86 C -4.955 4.509 -0.683  0.000
87 O -6.313 4.529 -0.421  0.000
88 C -6.686 5.237 0.737  0.000
89 N -3.104 2.876 -1.161  0.009
90 H -4.376 1.273 0.518  0.000
91 H -5.452 2.461 1.239  0.000
92 H -3.733 2.671 1.409  0.001
93 H -5.033 2.530 -1.491  0.001
94 H -4.800 4.932 -1.676  0.000
95 H -4.308 5.115 -0.050  -0.001
96 H -6.225 4.625 1.513  0.000
97 H -7.747 5.171 0.978  0.000
98 H -6.354 6.266 0.601  0.000
99 H -3.262 3.136 -2.125  -0.001
100 H -2.751 1.931 -1.126  0.002
101 C -1.208 4.388 2.571  0.028
102 C -0.187 4.637 1.516  0.062
103 C 0.104 6.147 1.296  0.022
104 O -0.146 6.502 -0.029  0.000
105 C -1.526 6.692 -0.329  -0.002
106 N 0.991 3.809 1.868  0.803
107 H -1.594 3.370 2.528  0.002
108 H -2.116 4.964 2.391  -0.003
109 H -0.837 4.462 3.593  -0.008
110 H -0.264 4.120 0.560  0.107
111 H 1.148 6.341 1.541  -0.002
112 H -0.243 6.715 2.159  0.005
113 H -1.928 7.705 -0.310  0.000
114 H -2.280 6.069 0.153  0.002
115 H -1.655 6.531 -1.400  0.000
116 H 1.685 4.000 1.160  -0.018
117 H 0.823 2.814 1.841  -0.009

# 2
C6H10N | ωB97M-V with the def2-TZVPD basis set

Output
**HOMO level**: -0.535 Ha
**Energy**: -7864.7507 eV
**Relative energy (zero: lowest compared OMol25 entry of this formula, charge and spin)**: 154.1 kJ/mol
**Charge**: +1
**LUMO**: -4.65 eV

Each line ends with the natural charge from an NBO analysis.
Positions of all 17 atoms, in Å:
1 C -0.831 -1.435 -0.080  -0.221
2 C 1.769 -0.688 -0.013  0.042
3 C -0.231 0.481 -0.133  0.230
4 C 0.481 -0.681 -0.129  -0.169
5 C 2.810 0.475 -0.049  -0.654
6 C -2.694 0.552 -0.047  -0.425
7 N -1.380 -0.083 -0.022  -0.226
8 H -0.938 -2.103 -1.021  0.266
9 H -1.116 -1.995 0.866  0.251
10 H 2.234 -1.604 0.094  0.213
11 H -0.076 1.535 -0.206  0.238
12 H 3.161 0.642 1.045  0.259
13 H 2.416 1.483 -0.356  0.228
14 H 3.639 0.133 -0.577  0.249
15 H -2.573 1.495 -0.400  0.229
16 H -3.382 0.025 -0.682  0.243
17 H -3.259 0.395 0.915  0.248

# 3
C32H29N3O4PPmS | ωB97M-V with the def2-TZVPD basis set

Output
**⟨S²⟩**: 6.008
**HOMO level (spin up / spin down)**: -0.293 / -0.292 Ha
**Energy**: -82998.2684 eV
**LUMO (spin up / spin down)**: 0.12 / 0.21 eV
**Spin multiplicity**: 5

Each line ends with the Mulliken spin population.
Positions of all 71 atoms, in Å:
1 Pm 0.471 1.191 0.183  4.030
2 C 2.210 5.033 0.563  0.000
3 C 1.498 4.368 1.689  -0.001
4 N 0.907 3.187 1.650  -0.002
5 C 0.365 2.968 2.909  0.000
6 C 0.640 4.036 3.707  -0.002
7 N 1.354 4.897 2.917  0.000
8 C 0.369 4.438 5.116  0.000
9 O -0.331 3.613 5.857  0.000
10 O 0.796 5.502 5.500  0.000
11 C -0.409 1.722 3.177  -0.001
12 O -0.816 1.493 4.315  -0.001
13 O -0.582 0.982 2.148  0.008
14 H 2.158 4.400 -0.319  0.000
15 H 3.256 5.216 0.815  0.000
16 H 1.745 5.991 0.324  0.000
17 H 1.687 5.786 3.260  0.000
18 H -0.605 2.793 5.338  0.000
19 C 0.629 -1.502 -4.037  0.000
20 C -0.339 -2.531 -3.501  0.000
21 C -0.967 -3.419 -4.370  0.000
22 C -1.837 -4.394 -3.901  0.000
23 C -2.093 -4.499 -2.543  0.000
24 C -1.481 -3.620 -1.662  0.000
25 C -0.611 -2.638 -2.127  -0.001
26 P 0.221 -1.480 -0.985  -0.009
27 C -0.942 -1.514 0.454  0.004
28 C -2.096 -0.760 0.182  -0.006
29 C -3.103 -0.612 1.116  -0.002
30 C -2.947 -1.188 2.366  0.001
31 C -1.814 -1.934 2.645  -0.001
32 C -0.803 -2.131 1.706  0.004
33 C 0.371 -3.002 2.085  0.000
34 C 1.807 -2.292 -0.593  0.006
35 C 2.096 -3.570 -1.081  -0.001
36 C 3.342 -4.138 -0.887  0.000
37 C 4.314 -3.418 -0.202  0.000
38 C 4.025 -2.152 0.279  0.000
39 C 2.773 -1.548 0.103  -0.008
40 C 2.504 -0.168 0.667  -0.009
41 H 0.727 -1.591 -5.119  0.000
42 H 1.623 -1.626 -3.599  0.000
43 H 0.307 -0.485 -3.804  0.000
44 H -0.765 -3.346 -5.433  0.000
45 H -2.313 -5.072 -4.599  0.000
46 H -2.769 -5.258 -2.169  0.000
47 H -1.690 -3.694 -0.601  0.000
48 H -2.216 -0.323 -0.805  0.000
49 H -3.997 -0.049 0.874  0.000
50 H -3.706 -1.055 3.127  0.000
51 H -1.704 -2.386 3.625  0.000
52 H 0.134 -3.568 2.986  0.000
53 H 1.266 -2.408 2.286  0.000
54 H 0.627 -3.705 1.294  0.000
55 H 1.340 -4.125 -1.623  0.000
56 H 3.556 -5.127 -1.273  0.000
57 H 5.297 -3.845 -0.043  0.000
58 H 4.787 -1.599 0.815  0.000
59 H 3.435 0.400 0.576  0.000
60 H 2.369 -0.288 1.758  0.001
61 S 0.926 2.505 -2.310  -0.011
62 C -0.787 2.791 -2.136  0.002
63 C -1.573 3.346 -3.163  0.000
64 C -2.912 3.572 -2.949  0.000
65 C -3.486 3.248 -1.716  -0.001
66 C -2.670 2.693 -0.764  0.001
67 N -1.361 2.463 -0.960  -0.004
68 H -1.093 3.590 -4.100  0.000
69 H -3.522 4.003 -3.734  0.000
70 H -4.534 3.422 -1.511  0.000
71 H -3.057 2.411 0.209  0.000

# 4
C37H25CoF5N2O3P2S2 | ωB97M-V with the def2-TZVPD basis set

Output
**⟨S²⟩**: 0.764
**HOMO level (spin up / spin down)**: -0.054 / -0.056 Ha
**Energy**: -139358.9556 eV
**Relative energy (zero: lowest compared OMol25 entry of this formula, charge and spin)**: 35.0 kJ/mol
**Charge**: -2
**LUMO (spin up / spin down)**: 4.30 / 4.30 eV
**Spin multiplicity**: 2

Each line ends with the Mulliken spin population.
Positions of all 77 atoms, in Å:
1 Co 0.011 -0.473 -1.443  1.001
2 S -0.557 -2.907 0.094  0.023
3 P -0.641 -1.248 1.201  0.000
4 C -0.922 0.133 0.235  -0.069
5 P -0.317 1.732 0.157  0.010
6 S 0.202 2.228 -1.718  0.043
7 C 1.019 2.489 1.190  -0.013
8 C 2.074 1.746 1.703  0.002
9 C 3.121 2.368 2.378  0.001
10 C 3.132 3.744 2.532  -0.001
11 C 2.098 4.502 1.991  0.002
12 C 1.059 3.881 1.319  0.000
13 C -1.781 2.750 0.665  -0.002
14 C -1.954 3.336 1.914  0.001
15 C -3.166 3.931 2.264  0.000
16 C -4.215 3.948 1.361  0.000
17 C -4.051 3.358 0.108  0.001
18 C -2.852 2.761 -0.234  -0.004
19 C -2.049 -1.377 2.404  -0.002
20 C -2.755 -0.232 2.762  0.000
21 C -3.813 -0.298 3.658  -0.001
22 C -4.193 -1.522 4.196  0.000
23 C -3.509 -2.674 3.828  0.002
24 C -2.445 -2.599 2.938  -0.003
25 C 0.711 -1.316 2.469  -0.003
26 C 0.641 -0.535 3.620  0.000
27 C 1.654 -0.573 4.568  0.000
28 C 2.757 -1.394 4.373  0.000
29 C 2.834 -2.178 3.228  0.000
30 C 1.814 -2.142 2.286  0.001
31 H 2.097 0.680 1.539  0.001
32 H 3.930 1.766 2.774  0.000
33 H 3.948 4.230 3.055  0.000
34 H 2.111 5.583 2.082  0.000
35 H 0.272 4.476 0.873  0.004
36 H -1.144 3.321 2.634  0.000
37 H -3.284 4.377 3.245  0.000
38 H -5.159 4.408 1.630  0.000
39 H -4.871 3.353 -0.600  0.000
40 H -2.727 2.273 -1.195  -0.002
41 H -2.497 0.711 2.294  0.002
42 H -4.355 0.605 3.914  0.000
43 H -5.031 -1.580 4.882  0.000
44 H -3.814 -3.635 4.226  0.000
45 H -1.918 -3.494 2.628  0.000
46 H -0.209 0.119 3.773  0.001
47 H 1.587 0.049 5.453  0.000
48 H 3.552 -1.422 5.109  0.000
49 H 3.693 -2.819 3.068  0.000
50 H 1.856 -2.748 1.389  0.001
51 O 1.698 -0.494 -0.442  0.002
52 N 2.750 -0.770 -1.101  -0.005
53 N 2.518 -1.006 -2.335  -0.002
54 O 1.324 -0.960 -2.864  -0.003
55 C 3.620 -1.301 -3.188  -0.001
56 C 3.377 -1.380 -4.549  0.000
57 C 4.430 -1.664 -5.409  0.000
58 C 5.709 -1.870 -4.916  0.000
59 C 5.934 -1.793 -3.546  0.000
60 C 4.895 -1.512 -2.675  0.000
61 H 2.368 -1.222 -4.900  0.000
62 H 4.242 -1.725 -6.474  0.000
63 H 6.526 -2.091 -5.591  0.000
64 H 6.928 -1.958 -3.148  0.000
65 H 5.054 -1.451 -1.608  0.000
66 F -3.993 -2.967 -6.801  0.000
67 C -3.392 -2.347 -5.753  -0.001
68 C -2.332 -2.937 -5.088  0.001
69 F -1.901 -4.150 -5.496  0.000
70 C -1.717 -2.313 -4.023  0.008
71 F -0.706 -2.958 -3.421  0.001
72 C -2.114 -1.036 -3.536  -0.008
73 O -1.591 -0.417 -2.562  0.013
74 C -3.209 -0.480 -4.253  -0.001
75 F -3.680 0.726 -3.878  0.000
76 C -3.822 -1.108 -5.316  0.001
77 F -4.857 -0.510 -5.948  0.000